Entry 1:
{
  "formula": "C10H40N21O13",
  "method": "ωB97M-V/def2-TZVPD",
  "elements": ["N", "O", "O", "O", "C", "O", "N", "N", "H", "H", "H", "H", "C", "O", "N", "N", "H", "H", "H", "H", "C", "O", "N", "N", "H", "H", "H", "H", "C", "O", "N", "N", "H", "H", "H", "H", "C", "O", "N", "N", "H", "H", "H", "H", "C", "O", "N", "N", "H", "H", "H", "H", "C", "O", "N", "N", "H", "H", "H", "H", "C", "O", "N", "N", "H", "H", "H", "H", "C", "O", "N", "N", "H", "H", "H", "H", "C", "O", "N", "N", "H", "H", "H", "H"],
  "xyz": [[0.2759, 0.2253, 0.1000], [0.6045, -0.8662, 0.6342], [1.1383, 1.0012, -0.3060], [-0.9393, 0.5238, 0.0104], [3.5551, 4.4219, 0.3126], [2.5892, 5.1401, 0.4575], [3.5268, 3.1174, 0.7815], [4.7370, 4.7667, -0.2653], [2.5973, 2.7763, 0.9765], [4.0762, 2.4186, 0.3040], [5.4605, 4.0755, -0.3379], [4.8463, 5.5942, -0.8195], [-4.6973, 0.6144, -1.4778], [-4.5120, 1.0671, -2.5981], [-5.9298, 0.1425, -1.1248], [-3.7497, 0.4901, -0.5129], [-6.1130, -0.3147, -0.2506], [-6.6943, 0.2353, -1.7644], [-2.7796, 0.7527, -0.5976], [-4.1009, 0.1936, 0.3797], [0.9095, 1.5904, 3.7884], [1.1747, 2.4140, 4.6479], [-0.3747, 1.2234, 3.4783], [1.8630, 1.0168, 2.9849], [-0.6033, 0.3499, 3.0270], [-1.1098, 1.5132, 4.1007], [1.5231, 0.5304, 2.1729], [2.8263, 1.2525, 3.1204], [-1.6750, -2.5196, 2.9795], [-2.5621, -3.0303, 3.6370], [-1.8277, -1.3646, 2.2440], [-0.4190, -3.0387, 2.8040], [-1.1898, -1.1659, 1.4868], [-2.6620, -0.8210, 2.3496], [0.2384, -2.4094, 2.3809], [-0.1756, -3.9644, 3.1062], [2.3988, -0.9789, -3.1257], [2.6852, 0.2141, -3.0854], [1.9461, -1.5781, -4.2813], [2.3036, -1.7564, -2.0220], [2.0175, -1.0018, -5.0986], [1.2818, -2.3246, -4.1702], [2.4593, -1.3413, -1.1204], [2.0972, -2.7416, -2.0670], [2.2474, -3.5023, 4.8960], [1.5839, -4.4912, 4.6171], [2.4139, -2.4583, 4.0407], [2.8259, -3.3413, 6.1326], [2.7961, -1.5557, 4.2540], [2.2380, -2.6657, 3.0756], [2.7548, -4.1096, 6.7745], [3.6623, -2.7889, 6.2079], [-1.7827, 4.5914, 0.8301], [-1.9727, 5.7584, 1.1564], [-1.3979, 3.6405, 1.7156], [-2.0046, 4.1856, -0.4650], [-1.2043, 3.9414, 2.6527], [-1.1846, 2.6943, 1.4526], [-1.6203, 3.3347, -0.8288], [-2.5422, 4.8500, -0.9865], [1.2298, 3.1823, -3.5497], [1.2751, 3.9573, -4.4957], [0.1588, 2.3806, -3.2565], [2.2638, 3.0503, -2.6666], [-0.5001, 2.1361, -3.9696], [0.1776, 1.8876, -2.3802], [3.0014, 3.7200, -2.7669], [2.3442, 2.2449, -2.0719], [-1.8558, -1.6789, -3.9482], [-1.3811, -1.9616, -5.0338], [-3.2004, -1.7534, -3.6367], [-1.0578, -1.2381, -2.9207], [-3.3855, -1.1460, -2.8529], [-3.8104, -1.7051, -4.4333], [-0.1063, -1.1732, -3.2449], [-1.3375, -0.9668, -1.9969], [-0.4463, -4.3983, -1.3384], [0.6458, -4.2069, -1.8447], [-1.2010, -5.5100, -1.6590], [-1.0192, -3.5446, -0.4520], [-1.0077, -5.8915, -2.5695], [-2.1772, -5.5081, -1.4137], [-0.4667, -2.7760, -0.1072], [-1.9729, -3.6281, -0.1562]],
  "forces_ev_per_a": [[0.07, 0.58, -0.27], [-0.04, -0.17, 0.16], [-0.01, -0.14, 0.07], [0.10, -0.25, 0.00], [-1.18, -0.46, 0.23], [0.45, 0.45, -0.20], [0.26, -0.56, 0.11], [0.75, -0.02, -0.23], [-0.10, 0.23, 0.02], [0.05, 0.13, -0.09], [0.02, 0.04, -0.05], [-0.33, 0.15, 0.14], [0.05, 0.33, -0.87], [0.33, -0.03, 0.14], [-0.46, -0.29, 0.57], [-0.48, -0.39, 0.37], [0.04, 0.04, 0.00], [0.14, 0.10, -0.18], [-0.20, 0.14, -0.20], [0.48, 0.05, 0.17], [0.36, 0.65, 0.16], [-0.06, -0.28, 0.06], [-0.61, -0.26, -0.14], [-0.76, -0.45, 0.24], [0.33, -0.13, -0.08], [0.30, 0.26, 0.22], [0.58, -0.18, -0.19], [0.01, 0.24, -0.17], [0.20, -0.50, -0.50], [-0.03, 0.08, 0.15], [-0.03, 0.23, 0.26], [-0.69, 0.45, -0.08], [-0.12, 0.21, -0.04], [-0.14, -0.15, -0.03], [0.28, -0.37, -0.04], [0.17, 0.11, 0.32], [-1.11, 0.80, 0.10], [0.67, -0.42, -0.05], [0.77, -0.09, 0.65], [0.40, -0.28, 0.20], [-0.48, -0.12, -0.14], [0.00, -0.13, -0.63], [-0.04, 0.14, -0.08], [-0.23, 0.00, 0.05], [-0.36, -0.35, 0.45], [0.29, 0.15, -0.15], [0.23, -0.09, -0.58], [0.20, 0.31, 0.14], [0.02, -0.07, 0.26], [-0.08, 0.12, -0.02], [-0.10, -0.13, -0.15], [-0.05, 0.06, 0.01], [-0.19, 0.74, -0.41], [-0.19, -0.32, 0.17], [0.05, -0.34, 0.11], [0.01, -0.02, 0.96], [0.22, 0.02, -0.06], [0.03, 0.02, -0.01], [-0.15, 0.02, -0.31], [0.30, -0.16, -0.52], [0.36, -0.05, -0.07], [-0.21, -0.12, -0.02], [0.06, 0.14, 0.28], [-0.38, 0.46, 0.03], [-0.05, 0.09, -0.02], [-0.09, -0.29, -0.15], [0.14, -0.14, 0.06], [0.15, -0.05, -0.10], [-0.10, 0.38, 0.45], [-0.07, -0.25, -0.17], [0.79, -0.16, 0.42], [0.19, -0.36, -1.07], [-0.78, 0.09, -0.28], [-0.12, 0.18, 0.05], [0.11, 0.29, 0.64], [-0.06, 0.00, 0.02], [-0.54, 0.23, -0.32], [0.42, -0.11, 0.04], [-0.15, -0.04, 0.04], [0.23, -0.05, 0.06], [0.14, -0.01, 0.02], [0.01, 0.03, 0.00], [0.00, 0.05, -0.06], [0.02, -0.06, 0.13]],
  "energy_ha": -2533.48769,
  "fmax_ev_per_a": 1.4,
  "total_charge": -1,
  "mol_weight_g_mol": 662.6,
  "relative_energy_kcal_mol": 0.0,
  "orbital_gap_ev": 8.858
}


Entry 2:
{
  "formula": "C10H40O10",
  "method": "ωB97M-V/def2-TZVPD",
  "elements": ["C", "O", "H", "H", "H", "H", "C", "O", "H", "H", "H", "H", "C", "O", "H", "H", "H", "H", "C", "O", "H", "H", "H", "H", "C", "O", "H", "H", "H", "H", "C", "O", "H", "H", "H", "H", "C", "O", "H", "H", "H", "H", "C", "O", "H", "H", "H", "H", "C", "O", "H", "H", "H", "H", "C", "O", "H", "H", "H", "H"],
  "xyz": [[0.0057, 3.2393, -2.4826], [-0.8984, 2.0710, -2.5171], [1.0185, 2.9055, -2.3771], [-0.0928, 3.7169, -3.4936], [-0.3212, 3.9989, -1.7211], [-1.7230, 2.2087, -1.9928], [2.2434, -2.7355, 1.5930], [2.3352, -1.3084, 1.3979], [2.6733, -2.9947, 2.5567], [1.1369, -2.9609, 1.6247], [2.6908, -3.2304, 0.7309], [2.8178, -0.8618, 2.0993], [-1.7763, -0.3961, 3.0461], [-1.5779, 0.9348, 2.6288], [-2.8358, -0.6280, 2.8372], [-1.1457, -1.1664, 2.4998], [-1.4841, -0.2759, 4.1127], [-1.9232, 0.9871, 1.7060], [-3.6988, -1.1987, -0.5210], [-2.6704, -0.3086, 0.0219], [-3.6807, -1.1657, -1.6024], [-3.4552, -2.2093, -0.2711], [-4.6060, -0.8336, -0.0634], [-1.7703, -0.8266, 0.0968], [1.8641, -0.3051, 4.8638], [2.7884, 0.1145, 3.8681], [2.3342, -1.0131, 5.5132], [1.4772, 0.5598, 5.3627], [0.9806, -0.8295, 4.4034], [2.3720, 0.8856, 3.4894], [0.3672, -0.9809, -1.1956], [-0.1901, -1.0683, 0.1315], [-0.4264, -1.0796, -1.9235], [0.7522, 0.0024, -1.3481], [1.0999, -1.8006, -1.3752], [0.5227, -0.9497, 0.7447], [6.3226, 0.1236, -2.4745], [5.9636, 1.0557, -3.4397], [5.6200, 0.0836, -1.5692], [6.5592, -0.8652, -2.8894], [7.2675, 0.5446, -1.9954], [6.6838, 1.0442, -4.0575], [-3.4493, -3.4848, -4.2938], [-2.3434, -3.6432, -3.3181], [-3.4908, -4.3425, -4.9598], [-4.3319, -3.6052, -3.6966], [-3.3693, -2.5761, -4.8660], [-1.6553, -3.1871, -3.7651], [1.5125, 1.9504, 1.1424], [1.0326, 2.0865, 2.4464], [1.4912, 0.9139, 0.8398], [0.9408, 2.4671, 0.3549], [2.5329, 2.3094, 1.0553], [0.1589, 1.6233, 2.6017], [-4.0207, 3.1158, 0.1891], [-2.8484, 2.4411, -0.2356], [-4.7980, 2.7757, -0.4977], [-4.2755, 2.9944, 1.2206], [-3.7922, 4.1824, -0.0262], [-2.9147, 1.4949, -0.2095]],
  "forces_ev_per_a": [[-2.66, 0.18, -0.91], [0.36, 0.72, 0.53], [0.44, -0.21, 0.41], [0.24, -0.19, 0.86], [0.54, -0.88, -0.51], [1.07, 0.36, -0.25], [-1.45, 1.10, 0.15], [-0.29, -0.42, -0.71], [0.21, -0.36, -0.14], [1.15, -0.15, -0.05], [0.14, -0.18, 0.30], [0.01, -0.10, 0.58], [0.23, -0.21, 0.31], [0.12, 0.53, -1.90], [0.41, -0.36, 0.70], [-0.47, 0.93, 0.69], [-0.59, -1.13, -0.51], [0.37, 0.21, 0.73], [1.46, 1.27, 0.53], [0.99, -1.69, -0.19], [-0.34, 0.32, -0.32], [-0.19, -0.72, 0.50], [-0.53, -0.35, -0.26], [-1.67, 1.44, -0.19], [-0.99, -0.61, -1.44], [0.27, -0.61, 0.30], [0.39, -0.16, 0.55], [-0.14, 0.36, 0.74], [0.66, 0.35, 0.25], [-0.23, 0.80, -0.62], [-0.07, -0.93, 0.31], [-0.58, -0.49, -1.34], [-0.41, -0.19, 0.06], [0.70, 0.58, -0.14], [-0.30, 0.72, 0.20], [1.00, 0.12, 0.83], [1.54, 0.46, 2.79], [-1.24, 0.21, -0.31], [0.45, -0.06, -1.81], [-0.38, 0.06, 0.24], [-0.70, -0.94, -0.28], [0.31, 0.27, -0.62], [0.89, -1.49, 1.35], [-1.84, 0.07, -1.05], [0.39, -0.07, -0.34], [-0.66, 0.65, 0.16], [-0.18, 0.44, 0.07], [1.41, 0.44, -0.16], [-0.46, -0.33, -1.16], [-0.65, -0.13, 1.21], [0.29, -0.44, -0.14], [-0.19, 0.24, 0.48], [0.16, 0.08, 0.37], [0.85, 0.59, -0.71], [0.68, 0.57, -1.99], [0.95, 1.09, 0.23], [-0.60, 0.33, 0.43], [-0.10, -0.27, 0.69], [-0.48, -0.58, 0.34], [-0.31, -1.26, 0.19]],
  "energy_ha": -1157.20334,
  "fmax_ev_per_a": 3.2,
  "smiles": "CO.CO.CO.CO.CO.CO.CO.CO.CO.CO",
  "total_charge": 0,
  "mol_weight_g_mol": 320.4,
  "relative_energy_kcal_mol": 93.2,
  "orbital_gap_ev": 10.386
}


Entry 3:
{
  "formula": "C10H40O10",
  "method": "ωB97M-V/def2-TZVPD",
  "elements": ["C", "O", "H", "H", "H", "H", "C", "O", "H", "H", "H", "H", "C", "O", "H", "H", "H", "H", "C", "O", "H", "H", "H", "H", "C", "O", "H", "H", "H", "H", "C", "O", "H", "H", "H", "H", "C", "O", "H", "H", "H", "H", "C", "O", "H", "H", "H", "H", "C", "O", "H", "H", "H", "H", "C", "O", "H", "H", "H", "H"],
  "xyz": [[39.1470, 30.2870, 31.4770], [40.0830, 31.0380, 32.2190], [38.5150, 29.8910, 32.1590], [39.6710, 29.5060, 30.7950], [38.3860, 30.9520, 30.9900], [39.6990, 31.3080, 32.9630], [35.4150, 29.3440, 38.2680], [34.2750, 29.9920, 37.6810], [35.4110, 28.2740, 38.2290], [35.4120, 29.4370, 39.2930], [36.3490, 29.6370, 37.8410], [34.0920, 30.8030, 38.1820], [39.4360, 35.2380, 34.8160], [40.0260, 36.2760, 35.5440], [38.4740, 35.2290, 34.7870], [39.8640, 34.2150, 35.2180], [39.8350, 35.4630, 33.7210], [39.3560, 36.6200, 35.9630], [36.9820, 33.2200, 32.0120], [36.7640, 34.6120, 32.0600], [36.5480, 32.7210, 31.1160], [36.4760, 32.8820, 32.9030], [38.1370, 33.0160, 32.0890], [36.7290, 35.1140, 31.1050], [39.3440, 28.3600, 40.1290], [38.7210, 29.0680, 39.1060], [40.1470, 27.8550, 39.7770], [38.7780, 27.5850, 40.4910], [39.8330, 29.0030, 40.7720], [38.6100, 29.9420, 39.1060], [39.3550, 33.1080, 39.5220], [39.4780, 31.8250, 39.8960], [38.8170, 33.7790, 40.3450], [38.7820, 33.2720, 38.6230], [40.3090, 33.5410, 39.3460], [40.3590, 31.6060, 39.9260], [36.2770, 33.5120, 36.1710], [36.5660, 32.2670, 35.7110], [36.6440, 33.6870, 37.3080], [35.1720, 33.5860, 36.1740], [36.5610, 34.4020, 35.5280], [35.7460, 31.7520, 35.3420], [41.9010, 27.2030, 36.9700], [41.3490, 26.0340, 37.5280], [41.1160, 27.9600, 36.6560], [42.4020, 27.0210, 36.0520], [42.6680, 27.6950, 37.7450], [40.3790, 26.3650, 37.6250], [39.4900, 30.9370, 35.9650], [38.9100, 31.5140, 34.8350], [40.3780, 31.6160, 36.0980], [39.8060, 29.8940, 35.7550], [38.7710, 30.8690, 36.8310], [38.2400, 31.9950, 35.0000], [44.2330, 32.0990, 36.8170], [44.1310, 30.6310, 36.9660], [44.7520, 32.2720, 35.9980], [44.5210, 32.5830, 37.9950], [43.2300, 32.2700, 36.6570], [44.7700, 30.3110, 36.3750]],
  "forces_ev_per_a": [[1.18, 1.06, -2.11], [3.11, -1.54, -5.40], [-1.81, -2.53, 2.19], [-1.09, 1.58, 1.15], [1.12, -0.31, -0.79], [-2.49, 1.69, 5.08], [-0.54, -0.07, -1.16], [0.28, -0.14, 0.11], [-0.70, -0.80, -1.01], [0.23, 1.02, 2.49], [0.58, 0.58, -0.30], [0.21, -0.51, -0.21], [8.62, -1.78, -2.44], [4.65, -2.30, -2.48], [-6.13, 0.11, 0.08], [-0.96, 1.74, -1.08], [-0.99, -1.28, 1.90], [-5.15, 3.50, 3.98], [1.91, -0.10, -0.58], [-0.48, 2.81, -3.47], [0.35, 0.31, 0.57], [0.06, -0.64, 0.24], [-2.14, 0.04, -0.22], [0.33, -2.39, 3.54], [-0.34, 2.16, -1.18], [-0.46, -6.01, -1.93], [2.76, -1.69, -1.96], [-2.06, -1.20, 1.59], [0.22, 1.34, 2.34], [-0.08, 5.37, 1.18], [-1.60, 3.94, 1.27], [-3.02, -2.00, 0.51], [1.07, -1.38, -1.41], [-0.38, -0.33, -0.49], [0.90, 0.69, -0.14], [3.01, -0.96, 0.16], [-1.86, 2.79, 2.33], [-1.03, -3.10, -1.77], [-0.61, -0.44, -2.64], [0.36, 0.43, 0.53], [0.36, -1.24, 0.52], [2.34, 1.72, 1.25], [0.98, 2.51, 1.48], [-3.38, 1.27, 0.09], [0.79, -0.65, 0.81], [0.84, -0.56, -0.72], [-1.66, -0.81, -1.76], [2.40, -1.70, 0.14], [0.59, 0.35, 0.60], [7.12, -5.66, -3.43], [-0.47, -1.17, 1.06], [-0.03, 0.70, -0.03], [0.85, 0.42, -0.69], [-7.73, 5.14, 2.22], [-1.55, -2.44, 7.60], [-0.39, 1.53, 1.02], [2.99, 1.63, -3.27], [-0.32, -1.14, -3.98], [-2.10, 1.57, -0.35], [1.32, -1.15, -1.02]],
  "energy_ha": -1156.96314,
  "fmax_ev_per_a": 9.7,
  "smiles": "CO.CO.CO.CO.CO.CO.CO.CO.CO.CO",
  "total_charge": 0,
  "mol_weight_g_mol": 320.4,
  "relative_energy_kcal_mol": 243.9,
  "orbital_gap_ev": 10.033
}